No. 1
C43H39AlN2O8P2S3 as an isolated structure. Source: the Open Molecules 2025 dataset; level of theory: wB97M-V/def2-TZVPD.

Geometry (Å):
Al (0.1389, 1.4022, 1.3271)
N (3.4548, 2.0607, 4.8476)
C (2.4574, 1.2798, 4.0082)
C (2.2847, -0.1279, 4.5785)
P (0.8620, 2.1737, 4.1109)
O (1.1834, 3.5494, 3.3450)
O (0.4580, 2.3837, 5.5018)
O (-0.0100, 1.3768, 3.1285)
P (3.1311, 1.3620, 2.2785)
O (3.8348, -0.0391, 2.0444)
O (4.0980, 2.4679, 2.2859)
O (1.9221, 1.4182, 1.3117)
H (2.9799, 2.5638, 5.6033)
H (3.9482, 2.7027, 4.1985)
H (4.1487, 1.4402, 5.2666)
H (1.9221, -0.0804, 5.6069)
H (3.2301, -0.6714, 4.5463)
H (1.5526, -0.6916, 3.9982)
H (1.0010, 4.3275, 3.8885)
H (3.2864, -0.7459, 1.6749)
C (-1.6787, -0.0400, -6.7596)
C (-1.0170, 0.1792, -5.4300)
C (-1.5859, -0.3102, -4.2513)
C (-0.9749, -0.1188, -3.0268)
C (0.2269, 0.5768, -2.9809)
C (0.8008, 1.1047, -4.1318)
C (0.1795, 0.8927, -5.3500)
S (1.1043, 0.8749, -1.4820)
O (-0.0538, 0.9583, -0.4326)
C (2.0683, -0.5534, -1.0563)
C (3.4505, -0.2806, -1.1708)
C (4.3618, -1.2187, -0.7923)
C (3.9370, -2.4300, -0.2036)
C (4.8743, -3.3836, 0.2660)
C (4.4493, -4.5494, 0.8295)
C (3.0683, -4.8215, 0.9522)
C (2.1381, -3.9288, 0.5078)
C (2.5438, -2.6994, -0.0774)
C (1.5920, -1.7493, -0.5680)
C (0.1853, -2.2342, -0.7228)
C (-0.0617, -3.0440, -1.8780)
C (0.9046, -3.2109, -2.9035)
C (0.6195, -3.9581, -4.0103)
C (-0.6360, -4.5857, -4.1497)
C (-1.5826, -4.4526, -3.1758)
C (-1.3209, -3.6799, -2.0197)
C (-2.2912, -3.5403, -0.9975)
C (-2.0524, -2.7591, 0.0891)
C (-0.8163, -2.0793, 0.2074)
S (-0.5245, -1.0553, 1.6385)
O (-0.0780, -1.8405, 2.7998)
C (-2.1834, -0.4550, 1.9298)
C (-2.6442, -0.4450, 3.2368)
C (-3.8839, 0.1163, 3.5086)
C (-4.6665, 0.6685, 2.4947)
C (-6.0228, 1.2445, 2.7883)
C (-4.1724, 0.6545, 1.1884)
C (-2.9373, 0.1015, 0.8958)
H (-2.6018, -0.6078, -6.6590)
H (-1.0142, -0.5819, -7.4342)
H (-1.9131, 0.9136, -7.2348)
H (-2.5230, -0.8528, -4.2994)
H (-1.4329, -0.4879, -2.1185)
H (1.7259, 1.6681, -4.0781)
H (0.6248, 1.2956, -6.2519)
H (3.7754, 0.6844, -1.5433)
H (5.4224, -1.0221, -0.8913)
H (5.9307, -3.1678, 0.1651)
H (5.1690, -5.2755, 1.1849)
H (2.7478, -5.7509, 1.4047)
H (1.0843, -4.1519, 0.6130)
H (1.8746, -2.7379, -2.8142)
H (1.3635, -4.0764, -4.7875)
H (-0.8412, -5.1814, -5.0299)
H (-2.5457, -4.9395, -3.2703)
H (-3.2320, -4.0692, -1.0921)
H (-2.7994, -2.6558, 0.8641)
H (-2.0363, -0.8760, 4.0230)
H (-4.2531, 0.1170, 4.5271)
H (-6.1386, 1.4754, 3.8459)
H (-6.8033, 0.5302, 2.5175)
H (-6.2014, 2.1518, 2.2110)
H (-4.7711, 1.0742, 0.3876)
H (-2.5727, 0.0895, -0.1250)
S (-3.1294, 4.3200, 1.5982)
C (-2.0490, 3.0807, 1.9779)
N (-1.0320, 2.9354, 1.1599)
C (-1.0617, 3.8936, 0.1396)
C (-0.0840, 4.1040, -0.8339)
C (-0.2768, 5.1261, -1.7374)
C (-1.4126, 5.9448, -1.6814)
C (-2.3643, 5.7727, -0.7003)
C (-2.1693, 4.7394, 0.2140)
H (-2.2019, 2.4245, 2.8264)
H (0.8237, 3.5155, -0.8545)
H (0.4720, 5.3149, -2.4957)
H (-1.5313, 6.7391, -2.4061)
H (-3.2259, 6.4235, -0.6343)

Multiplicity: 1
Electronic energy: -122263.8278 eV
Net charge: +2
Orbital gap: 7.961 eV

And the Mulliken charges, in e, turn out to be:
1 Al -0.837
2 N 0.040
3 C 0.214
4 C -1.545
5 P 0.910
6 O -0.504
7 O -0.797
8 O -0.322
9 P 1.514
10 O -0.700
11 O -0.899
12 O -0.721
13 H 0.389
14 H 0.353
15 H 0.368
16 H 0.477
17 H 0.520
18 H 0.128
19 H 0.323
20 H 0.437
21 C -1.602
22 C 0.909
23 C -0.862
24 C -0.263
25 C 1.112
26 C -0.942
27 C -1.028
28 S -0.165
29 O 0.957
30 C 1.787
31 C -1.076
32 C -1.122
33 C 1.234
34 C -1.140
35 C -0.784
36 C -0.876
37 C -1.169
38 C 1.291
39 C -1.114
40 C -0.436
41 C 1.120
42 C -1.010
43 C -0.818
44 C -0.842
45 C -1.058
46 C 1.225
47 C -1.496
48 C -0.678
49 C 0.619
50 S 1.883
51 O -0.946
52 C 0.102
53 C -0.920
54 C -0.973
55 C 0.867
56 C -1.648
57 C -0.683
58 C 0.135
59 H 0.371
60 H 0.378
61 H 0.372
62 H 0.368
63 H 0.173
64 H 0.540
65 H 0.459
66 H 0.557
67 H 0.418
68 H 0.499
69 H 0.429
70 H 0.475
71 H 0.516
72 H 0.349
73 H 0.502
74 H 0.458
75 H 0.502
76 H 0.460
77 H 0.818
78 H 0.615
79 H 0.440
80 H 0.418
81 H 0.328
82 H 0.368
83 H 0.495
84 H 0.170
85 S -0.208
86 C -0.437
87 N 1.433
88 C 0.145
89 C -0.500
90 C -1.060
91 C -0.665
92 C -0.537
93 C 1.039
94 H 0.426
95 H 0.576
96 H 0.474
97 H 0.438
98 H 0.460

No. 2
C43H39BrF4NOPPdSTe as an isolated structure. Source: the Open Molecules 2025 dataset; level of theory: wB97M-V/def2-TZVPD.

Geometry (Å):
Pd (-0.1085, -0.7107, 0.0630)
F (-4.6241, 2.4157, 4.7775)
C (-4.0262, 2.0455, 3.6588)
C (-4.6119, 2.3206, 2.4360)
F (-5.7706, 2.9613, 2.3800)
C (-3.9679, 1.9267, 1.2741)
F (-4.5533, 2.2470, 0.1178)
C (-2.7589, 1.2404, 1.2907)
P (-1.9146, 0.7761, -0.2589)
C (-3.2321, 0.1778, -1.3521)
C (-3.1491, 0.3681, -2.7292)
C (-4.1120, -0.1707, -3.5687)
C (-5.1638, -0.9068, -3.0420)
C (-5.2455, -1.1093, -1.6721)
C (-4.2825, -0.5749, -0.8315)
C (-1.3720, 2.3836, -0.9078)
C (-0.0693, 2.7764, -0.6041)
C (0.3966, 4.0238, -0.9903)
C (-0.4352, 4.8850, -1.6890)
C (-1.7353, 4.5015, -1.9946)
C (-2.2063, 3.2596, -1.6031)
C (-2.1750, 0.9945, 2.5364)
Br (-0.5135, 0.1326, 2.7037)
C (-2.8031, 1.3878, 3.7038)
F (-2.2580, 1.1532, 4.8911)
H (-2.3406, 0.9497, -3.1559)
H (-4.0441, -0.0070, -4.6360)
H (-5.9220, -1.3143, -3.6965)
H (-6.0646, -1.6793, -1.2548)
H (-4.3580, -0.7447, 0.2366)
H (0.5801, 2.1050, -0.0486)
H (1.4069, 4.3222, -0.7438)
H (-0.0737, 5.8578, -1.9935)
H (-2.3870, 5.1754, -2.5335)
H (-3.2233, 2.9775, -1.8371)
C (-2.3135, -3.6528, -0.9302)
S (-1.6216, -2.8417, 0.5227)
C (-0.3632, -4.0558, 0.9487)
H (-2.8609, -4.5431, -0.6248)
H (-1.5191, -3.9214, -1.6206)
H (-2.9943, -2.9624, -1.4255)
H (0.3496, -4.1577, 0.1300)
H (-0.8250, -5.0146, 1.1767)
H (0.1526, -3.6862, 1.8346)
C (7.2278, -1.1167, -5.5662)
C (6.1790, -0.9752, -4.5037)
C (6.4298, -1.3399, -3.1886)
C (5.4582, -1.2074, -2.2042)
C (5.7556, -1.6229, -0.8000)
C (4.2080, -0.7099, -2.5571)
Te (2.6008, -0.5220, -1.1052)
N (1.8617, -1.5715, 0.3849)
C (2.3218, -1.9015, 1.6327)
O (1.5051, -1.8782, 2.5478)
C (3.6686, -2.4920, 1.8619)
C (3.8054, -3.8742, 1.7562)
C (5.0324, -4.4688, 1.9909)
C (6.1259, -3.6902, 2.3514)
C (5.9832, -2.3192, 2.4855)
C (4.7564, -1.7207, 2.2366)
C (1.3181, -1.6732, -2.3406)
C (0.1624, -1.0970, -2.8560)
C (-0.6924, -1.8427, -3.6591)
C (-0.3670, -3.1560, -3.9520)
C (0.7850, -3.7226, -3.4302)
C (1.6540, -3.0052, -2.6111)
C (2.8915, -3.6773, -2.0918)
C (3.9315, -0.2797, -3.8578)
C (2.6664, 0.4104, -4.2947)
C (4.9365, -0.4315, -4.8064)
H (8.0985, -1.6539, -5.1955)
H (7.5595, -0.1378, -5.9148)
H (6.8378, -1.6549, -6.4303)
H (7.4024, -1.7337, -2.9187)
H (6.8280, -1.6851, -0.6216)
H (5.3264, -2.6005, -0.5644)
H (5.3543, -0.9075, -0.0787)
H (2.9456, -4.4806, 1.4991)
H (5.1386, -5.5417, 1.9072)
H (7.0827, -4.1564, 2.5434)
H (6.8259, -1.7149, 2.7933)
H (4.6395, -0.6514, 2.3748)
H (-0.0496, -0.0467, -2.6748)
H (-1.5929, -1.3959, -4.0545)
H (-1.0147, -3.7479, -4.5858)
H (1.0254, -4.7526, -3.6628)
H (2.7819, -4.7594, -2.1484)
H (3.0900, -3.4251, -1.0491)
H (3.7626, -3.3974, -2.6875)
H (2.1608, 0.9464, -3.4880)
H (1.9518, -0.2909, -4.7245)
H (2.9090, 1.1509, -5.0556)
H (4.7431, -0.0884, -5.8167)

Multiplicity: 2
Electronic energy: -160564.1950 eV
Net charge: +1
Orbital gap (spin up / spin down): 6.723 / 6.715 eV

And the Mulliken charges, in e, turn out to be:
1 Pd 0.351
2 F -0.273
3 C 0.524
4 C 0.285
5 F -0.279
6 C 0.200
7 F -0.380
8 C 0.079
9 P 0.574
10 C 0.996
11 C -0.908
12 C -0.646
13 C -0.642
14 C -0.748
15 C -0.818
16 C 0.879
17 C -0.628
18 C -0.772
19 C -0.598
20 C -0.840
21 C -0.135
22 C 0.171
23 Br -0.075
24 C 0.301
25 F -0.309
26 H 0.560
27 H 0.539
28 H 0.432
29 H 0.464
30 H 0.396
31 H 0.307
32 H 0.465
33 H 0.406
34 H 0.447
35 H 0.413
36 C -0.454
37 S 0.200
38 C -0.874
39 H 0.482
40 H 0.002
41 H 0.002
42 H -0.008
43 H 0.631
44 H 0.246
45 C -1.606
46 C 0.591
47 C -0.964
48 C 0.909
49 C -0.987
50 C -0.174
51 Te 0.772
52 N 0.639
53 C -0.436
54 O -0.618
55 C -0.131
56 C -0.192
57 C -0.673
58 C -0.582
59 C -0.559
60 C -0.073
61 C 1.161
62 C -0.399
63 C -0.825
64 C -1.284
65 C -0.577
66 C 0.153
67 C -1.620
68 C 1.281
69 C -1.944
70 C -0.880
71 H 0.371
72 H 0.346
73 H 0.368
74 H 0.382
75 H 0.479
76 H 0.151
77 H 0.176
78 H 0.431
79 H 0.432
80 H 0.428
81 H 0.446
82 H 0.484
83 H 0.753
84 H 0.449
85 H 0.386
86 H 0.486
87 H 0.552
88 H -0.096
89 H 0.435
90 H 0.147
91 H 0.323
92 H 0.604
93 H 0.518

No. 3
C43H39N7O3PSTa as an isolated structure. Source: the Open Molecules 2025 dataset; level of theory: wB97M-V/def2-TZVPD.

Geometry (Å):
Ta (-0.0747, -0.5417, -0.6254)
O (-0.9599, 0.9968, 0.1183)
C (-1.4694, 2.1510, -0.2489)
C (-2.3988, 2.8244, 0.5643)
C (-2.9345, 4.0387, 0.1930)
C (-2.5549, 4.6490, -1.0010)
C (-1.6398, 4.0250, -1.8088)
C (-1.0764, 2.7791, -1.4655)
C (-0.0779, 2.2502, -2.3328)
N (0.5426, 1.1281, -2.2235)
C (1.5923, 0.8523, -3.1951)
C (2.2627, -0.4872, -2.8461)
N (1.1289, -1.3425, -2.6550)
C (0.8060, -2.2999, -3.4146)
C (-0.6482, -2.6127, -3.4361)
C (-1.2301, -3.3539, -4.6127)
C (-2.5139, -3.6943, -4.5921)
C (-3.2575, -3.6509, -3.2702)
C (-3.4559, -2.2354, -2.7451)
C (-2.3894, -1.8508, -2.0313)
O (-1.9321, -0.7615, -1.4588)
H (-2.6981, 2.3620, 1.4925)
H (-3.6564, 4.5216, 0.8334)
H (-2.9715, 5.6020, -1.2833)
H (-1.3367, 4.4839, -2.7385)
H (0.1910, 2.9013, -3.1703)
H (2.3296, 1.6617, -3.1956)
H (1.1543, 0.7872, -4.1999)
H (2.8198, -0.3726, -1.9146)
H (2.9241, -0.8278, -3.6488)
H (1.4866, -2.7409, -4.1488)
H (-0.6241, -3.4296, -5.5029)
H (-3.0130, -4.0981, -5.4581)
H (-4.1903, -4.2093, -3.3267)
H (-4.3292, -1.6591, -2.9792)
N (-0.6232, -3.1454, 1.4308)
P (-0.1713, -1.5537, 1.9059)
C (-1.2846, -1.2579, 3.3234)
C (-1.1448, -1.9701, 4.5153)
C (-1.9723, -1.6797, 5.5852)
C (-2.9264, -0.6768, 5.4808)
C (-3.0681, 0.0299, 4.2964)
C (-2.2532, -0.2638, 3.2170)
C (1.4124, -1.8180, 2.7544)
C (2.1254, -3.0100, 2.6675)
C (3.3422, -3.1313, 3.3167)
C (3.8460, -2.0750, 4.0569)
C (3.1346, -0.8874, 4.1494)
C (1.9211, -0.7571, 3.4987)
C (-1.1007, -3.4747, 0.1929)
C (-2.1636, -4.4664, 0.1499)
C (-2.7472, -4.7753, -1.0087)
C (-2.2193, -4.2426, -2.2863)
C (-1.3589, -2.9955, -2.0876)
N (-0.6290, -2.8639, -0.8547)
H (-0.9622, -3.7425, 2.1828)
H (-0.3880, -2.7367, 4.6101)
H (-1.8676, -2.2277, 6.5098)
H (-3.5592, -0.4472, 6.3232)
H (-3.8091, 0.8105, 4.2225)
H (-2.3492, 0.2714, 2.2809)
H (1.7326, -3.8380, 2.0964)
H (3.8951, -4.0563, 3.2467)
H (4.7898, -2.1794, 4.5698)
H (3.5220, -0.0720, 4.7397)
H (1.3548, 0.1623, 3.5729)
H (-2.4954, -4.8872, 1.0855)
H (-3.5714, -5.4683, -1.0723)
H (-1.6710, -5.0625, -2.7660)
H (-1.0209, -1.5912, -3.6393)
C (0.6285, 7.2006, -1.4241)
C (0.9109, 5.9169, -0.7174)
C (1.7490, 4.9651, -1.2926)
C (2.0240, 3.7737, -0.6443)
C (1.4475, 3.5231, 0.5899)
C (0.5925, 4.4472, 1.1703)
C (0.3348, 5.6411, 0.5200)
S (1.7193, 1.9564, 1.4442)
C (3.5107, 2.1585, 1.7694)
O (1.7088, 0.9149, 0.3469)
H (1.4824, 7.5052, -2.0219)
H (0.3927, 7.9930, -0.7192)
H (-0.2268, 7.0843, -2.0907)
H (2.2035, 5.1716, -2.2507)
H (2.6918, 3.0476, -1.0856)
H (0.1503, 4.2375, 2.1316)
H (-0.3141, 6.3686, 0.9807)
H (4.0132, 2.4978, 0.8704)
H (3.8967, 1.1865, 2.0649)
H (3.6437, 2.8773, 2.5707)
N (1.5850, -1.5759, -0.1700)
C (2.4938, -2.3416, -0.2134)
N (3.5055, -3.0182, -0.1682)
C (3.9532, -4.1514, -0.6100)
N (4.3786, -5.1465, -0.9902)

Multiplicity: 1
Electronic energy: -83460.3223 eV
Net charge: +2
Orbital gap: 7.007 eV

And the Mulliken charges, in e, turn out to be:
1 Ta 1.906
2 O 0.751
3 C 0.241
4 C -0.668
5 C -0.699
6 C -1.130
7 C -0.614
8 C 0.865
9 C -0.843
10 N 0.228
11 C -1.071
12 C -0.944
13 N 0.158
14 C -0.995
15 C 1.115
16 C -1.000
17 C -0.941
18 C 0.096
19 C -1.264
20 C 0.124
21 O -0.691
22 H 0.431
23 H 0.498
24 H 0.484
25 H 0.507
26 H 0.408
27 H 0.523
28 H 0.447
29 H 0.049
30 H 0.673
31 H 0.564
32 H 0.503
33 H 0.463
34 H 0.769
35 H 0.565
36 N 0.306
37 P 1.025
38 C 0.284
39 C -0.480
40 C -0.800
41 C -0.640
42 C -0.552
43 C -0.239
44 C 0.297
45 C -0.895
46 C -0.715
47 C -0.623
48 C -0.876
49 C -0.427
50 C 0.356
51 C -1.329
52 C -1.425
53 C 0.371
54 C -0.013
55 N -0.189
56 H 0.410
57 H 0.441
58 H 0.440
59 H 0.424
60 H 0.484
61 H -0.039
62 H 0.580
63 H 0.518
64 H 0.451
65 H 0.551
66 H 0.804
67 H 0.444
68 H 0.507
69 H 0.512
70 H 0.103
71 C -1.542
72 C 0.861
73 C -0.981
74 C -1.001
75 C 0.681
76 C -0.771
77 C -0.631
78 S 0.513
79 C -1.214
80 O -0.101
81 H 0.420
82 H 0.410
83 H 0.267
84 H 0.513
85 H 0.553
86 H 0.443
87 H 0.463
88 H 0.424
89 H 0.393
90 H 0.423
91 N 0.328
92 C 0.767
93 N -0.723
94 C 0.411
95 N -0.479